1.
{"formula": "C3H8N4O3", "method": "ωB97M-V/def2-TZVPD", "relative_energy_kj_mol": 232.3, "total_energy_ha": -563.6996, "spin_multiplicity": 1, "fmax_ev_per_a": 5.2, "gap_ha": 0.38790, "e_homo_ev": -10.027, "species": ["C", "C", "C", "N", "N", "N", "N", "O", "O", "O", "H", "H", "H", "H", "H", "H", "H", "H"], "coordinates": [[0.710446, -0.061147, -0.361266], [0.717220, 1.449250, -0.185024], [-0.667786, -1.866641, 0.529062], [-1.541550, -2.155452, 1.985002], [-0.024233, -0.729009, 0.700347], [-1.905375, -3.320431, 2.266819], [-0.599681, 2.077830, -0.506006], [-2.410145, -3.528917, 3.307891], [-1.780538, -4.351848, 1.439432], [-0.677009, -2.701979, -0.319613], [0.255201, -0.221505, -1.339321], [1.698953, -0.412741, -0.388471], [1.013575, 1.822628, 0.818175], [1.437090, 1.639868, -0.958351], [-0.378217, -0.172496, 1.389244], [-1.132180, 1.937447, 0.327720], [-0.959908, 1.417153, -1.208899], [-1.431502, -4.134099, 0.580388]], "forces_ev_per_angstrom": [[-1.237, 0.564, 0.570], [-0.628, 0.039, 0.110], [-2.323, -2.199, 4.158], [2.433, 2.491, -3.220], [0.516, -1.208, -2.407], [0.960, 2.586, -1.468], [1.424, -1.238, -0.600], [-1.366, -1.809, 2.243], [-0.661, -2.711, 0.665], [0.462, -0.105, -1.290], [-0.059, -0.436, 0.009], [1.410, -0.642, -0.043], [0.295, -0.411, -0.713], [0.535, 1.342, -0.125], [-0.956, 1.518, 2.443], [-0.893, 0.100, 0.356], [-0.522, 0.805, 0.272], [0.608, 1.314, -0.963]]}

2.
{"formula": "C5H13N", "method": "ωB97M-V/def2-TZVPD", "relative_energy_kj_mol": 77.6, "total_energy_ha": -253.0335, "spin_multiplicity": 1, "fmax_ev_per_a": 0.8, "gap_ha": 0.35591, "e_homo_ev": -8.536, "species": ["C", "N", "C", "C", "C", "C", "H", "H", "H", "H", "H", "H", "H", "H", "H", "H", "H", "H", "H"], "coordinates": [[0.632278, 1.803702, -1.379873], [1.298691, 0.575709, -0.991355], [0.378339, -0.496312, -0.670411], [-0.403441, -0.345269, 0.670353], [0.142056, -1.316543, 1.724370], [-1.932100, -0.343427, 0.506183], [1.252404, 2.690449, -1.275581], [0.352854, 1.723827, -2.433763], [-0.309509, 1.957282, -0.842116], [1.956316, 0.710375, -0.230390], [-0.345657, -0.577838, -1.479667], [0.969394, -1.407207, -0.647396], [-0.082164, 0.646801, 1.006826], [1.125786, -0.954971, 2.024633], [-0.503581, -1.385932, 2.595582], [0.218239, -2.331741, 1.323265], [-2.292840, 0.665648, 0.646237], [-2.276782, -0.753642, -0.440180], [-2.387053, -0.944692, 1.294047]], "forces_ev_per_angstrom": [[-0.411, -0.185, -0.304], [0.387, 0.144, 0.065], [-0.126, -0.064, 0.254], [0.543, 0.339, -0.233], [-0.258, -0.057, -0.433], [0.359, -0.404, 0.627], [0.159, -0.094, 0.124], [0.035, 0.067, -0.059], [-0.001, 0.224, 0.230], [-0.152, 0.094, -0.103], [0.081, -0.059, -0.235], [-0.057, -0.315, -0.042], [-0.373, 0.056, 0.152], [0.087, -0.331, 0.136], [-0.002, 0.210, 0.201], [0.128, 0.053, 0.001], [-0.334, 0.247, -0.262], [0.051, 0.104, -0.136], [-0.115, -0.028, 0.019]]}

3.
{"formula": "C5H14O2Si2", "method": "ωB97M-V/def2-TZVPD", "relative_energy_kj_mol": 0.0, "total_energy_ha": -928.1723, "spin_multiplicity": 3, "fmax_ev_per_a": 9.6, "gap_ha": [0.24922, 0.22767], "e_homo_ev": [-6.540, -9.239], "species": ["C", "C", "C", "C", "C", "O", "O", "Si", "Si", "H", "H", "H", "H", "H", "H", "H", "H", "H", "H", "H", "H", "H", "H"], "coordinates": [[-0.614952, 2.888655, 1.251323], [-0.963794, 2.165568, 0.164478], [1.754797, -0.165503, 1.590378], [2.157375, -1.419114, -0.588396], [1.074381, -0.729510, 0.338538], [0.686461, 0.974675, -2.046515], [-2.211624, -0.171380, -0.891346], [-2.958223, -1.548966, -1.023276], [0.046366, 0.656169, -0.572637], [-1.194859, 3.673696, 1.691106], [0.317181, 2.622797, 1.928589], [-1.962308, 2.198319, -0.196104], [2.662655, 0.460566, 1.241040], [1.130651, 0.589462, 2.194043], [2.111360, -0.782639, 2.383584], [3.104336, -1.907713, -0.211950], [2.459197, -0.644793, -1.392584], [1.736980, -2.323692, -1.004160], [0.318988, -1.517347, 0.880462], [0.066756, 1.233069, -2.655758], [-2.497531, -2.588764, -0.068304], [-4.436587, -1.264751, -0.734764], [-2.787607, -2.398803, -2.277744]], "forces_ev_per_angstrom": [[4.385, 3.484, 7.785], [0.424, -5.591, -6.079], [0.767, 4.241, -0.006], [0.155, 0.672, -0.978], [-0.647, -1.813, 2.004], [1.980, -1.608, 2.868], [3.656, 2.196, -0.020], [-1.118, -1.628, -0.007], [-3.484, -0.316, 0.393], [-0.230, 0.455, -0.245], [-2.218, 0.314, -1.421], [-0.764, -0.420, -0.191], [-1.168, -0.867, 0.670], [0.491, -0.972, -1.081], [0.216, -1.322, -0.047], [-0.909, 1.345, 0.762], [-0.393, -1.629, 1.059], [-0.594, 0.179, -0.906], [1.317, 1.666, -2.119], [-2.308, 1.251, -2.619], [0.014, 0.010, 0.415], [0.627, -0.343, -0.319], [-0.198, 0.694, 0.080]]}

4.
{"formula": "C20H41IrN2P3Se", "method": "ωB97M-V/def2-TZVPD", "total_charge": 4, "relative_energy_kj_mol": 53.6, "total_energy_ha": -4424.3040, "spin_multiplicity": 6, "fmax_ev_per_a": 2.9, "gap_ha": [0.18322, 0.12016], "e_homo_ev": [-17.723, -20.079], "species": ["Ir", "P", "P", "P", "H", "C", "C", "H", "C", "C", "C", "C", "C", "C", "C", "C", "C", "H", "H", "H", "H", "H", "H", "H", "H", "H", "H", "H", "H", "H", "H", "H", "H", "H", "H", "H", "H", "H", "H", "H", "H", "H", "H", "H", "H", "H", "C", "C", "C", "C", "C", "C", "Se", "H", "H", "H", "H", "H", "H", "N", "C", "C", "C", "N", "H", "H", "H", "H"], "coordinates": [[-0.173448, -0.547777, -0.047069], [0.170041, 1.522131, 1.095235], [-2.418135, 0.016235, -0.525722], [2.087056, -0.633194, -0.643954], [-1.484088, -3.230146, -5.198767], [-0.847947, -3.913924, -4.598691], [-0.512331, -3.648581, -3.330611], [-0.832674, -2.728692, -2.845188], [0.327308, 2.966666, -0.020820], [-1.120950, 1.912887, 2.337745], [1.664753, 1.599525, 2.177407], [-3.026626, -0.986378, -1.905952], [-3.396910, -0.411302, 0.984498], [-2.864934, 1.736999, -0.981357], [2.370675, -1.826811, -1.972245], [3.124615, -1.201347, 0.789807], [2.931651, 0.909001, -1.240002], [-0.560572, -4.879272, -5.092294], [0.055271, -4.411447, -2.749074], [0.496220, 3.857976, 0.586081], [-0.574920, 3.133933, -0.612436], [1.174544, 2.880543, -0.705487], [-0.827378, 2.769781, 2.950103], [-1.221223, 1.076337, 3.037333], [-2.090609, 2.139004, 1.888618], [1.638445, 2.491584, 2.807982], [2.584219, 1.636944, 1.590551], [1.698723, 0.743488, 2.856102], [-4.077768, -0.841629, -2.134029], [-2.874716, -2.031751, -1.614867], [-2.451299, -0.807606, -2.821494], [-4.490186, -0.362298, 0.902937], [-3.087639, 0.264444, 1.794107], [-3.152472, -1.430694, 1.328647], [-3.938588, 1.874582, -1.151953], [-2.352859, 2.006224, -1.915368], [-2.560985, 2.463475, -0.218722], [3.430692, -2.012093, -2.134338], [1.924457, -1.485529, -2.910431], [1.895512, -2.774635, -1.703223], [4.165922, -1.383489, 0.529466], [2.705871, -2.132152, 1.178064], [3.096018, -0.473079, 1.599649], [3.955052, 0.701419, -1.579469], [2.993836, 1.681787, -0.465417], [2.382331, 1.323327, -2.093725], [0.129690, 1.506302, -5.143516], [-0.030816, 0.133520, -4.841804], [0.294210, -0.835050, -5.824900], [0.743542, -0.426128, -7.084652], [1.049732, 0.917030, -7.324360], [0.753451, 1.877374, -6.357748], [-0.506489, 2.970063, -4.136893], [0.525027, 2.874958, -3.075664], [-0.433720, -0.112493, -3.843278], [0.193053, -1.906457, -5.614373], [0.897839, -1.139387, -7.871970], [1.523144, 1.244654, -8.240488], [0.905688, 2.957226, -6.513935], [-0.704837, -3.343105, 1.083796], [-0.826741, -4.094949, 2.209474], [-0.549200, -3.255688, 3.262546], [-0.252030, -2.007918, 2.696911], [-0.364354, -2.061002, 1.366835], [-0.742655, -3.661710, 0.144342], [-1.086749, -5.126464, 2.156138], [-0.525317, -3.492596, 4.304376], [0.084373, -1.132842, 3.213936]], "forces_ev_per_angstrom": [[-0.044, 0.799, 0.724], [0.303, -0.163, 1.320], [-0.767, -0.210, -0.155], [1.334, 0.025, -0.265], [0.387, -0.499, 0.441], [-0.005, -0.513, -0.191], [0.215, -0.837, -0.481], [0.081, -0.097, 0.118], [-0.049, 0.218, 0.114], [0.078, 0.343, -0.057], [-0.160, 0.248, -0.238], [-0.061, -0.344, 0.040], [0.263, -0.156, 0.266], [0.125, 0.179, 0.159], [0.116, -0.286, -0.044], [-0.641, -0.018, -0.147], [-0.155, -0.160, 0.060], [-0.314, 1.079, 0.523], [-0.433, 0.821, -0.421], [-0.023, 0.063, 0.008], [-0.013, -0.091, 0.182], [-0.002, -0.185, 0.212], [0.048, 0.075, -0.187], [-0.023, -0.025, -0.251], [0.127, -0.073, 0.106], [-0.091, 0.064, -0.139], [-0.087, -0.051, 0.132], [-0.065, 0.001, -0.174], [-0.231, 0.087, 0.084], [-0.091, 0.086, -0.168], [-0.015, 0.043, 0.226], [0.250, 0.182, -0.419], [-0.138, -0.184, -0.298], [0.034, 0.316, -0.325], [0.101, -0.290, 0.081], [-0.019, -0.107, 0.064], [-0.108, -0.249, -0.135], [0.135, 0.025, -0.008], [-0.009, 0.032, 0.125], [0.063, 0.104, -0.044], [0.006, 0.089, -0.334], [-0.010, -0.011, -0.083], [-0.009, -0.024, -0.164], [-0.226, -0.178, 0.154], [-0.034, -0.282, -0.153], [0.024, -0.087, 0.077], [0.617, -1.234, -0.974], [-0.458, 2.272, 1.369], [0.476, -0.648, -1.369], [0.093, 0.528, 0.124], [0.376, -1.763, -0.836], [-1.340, 1.739, 1.954], [0.050, 0.358, 0.384], [-0.178, -0.039, 0.213], [0.225, -0.350, -0.633], [-0.035, 0.369, 0.135], [0.141, -0.339, -0.150], [0.002, -0.127, -0.201], [0.171, -0.586, -0.454], [-0.153, -0.309, 0.977], [0.260, 1.221, -0.834], [0.268, 0.686, 0.021], [-0.172, -1.018, 0.587], [0.182, -0.065, -0.239], [-0.138, -0.156, -0.702], [-0.112, -0.505, 0.022], [-0.048, -0.149, 0.289], [-0.095, 0.357, -0.015]]}

Copy entry 3 word for word.
{"formula": "C5H14O2Si2", "method": "ωB97M-V/def2-TZVPD", "relative_energy_kj_mol": 0.0, "total_energy_ha": -928.1723, "spin_multiplicity": 3, "fmax_ev_per_a": 9.6, "gap_ha": [0.24922, 0.22767], "e_homo_ev": [-6.540, -9.239], "species": ["C", "C", "C", "C", "C", "O", "O", "Si", "Si", "H", "H", "H", "H", "H", "H", "H", "H", "H", "H", "H", "H", "H", "H"], "coordinates": [[-0.614952, 2.888655, 1.251323], [-0.963794, 2.165568, 0.164478], [1.754797, -0.165503, 1.590378], [2.157375, -1.419114, -0.588396], [1.074381, -0.729510, 0.338538], [0.686461, 0.974675, -2.046515], [-2.211624, -0.171380, -0.891346], [-2.958223, -1.548966, -1.023276], [0.046366, 0.656169, -0.572637], [-1.194859, 3.673696, 1.691106], [0.317181, 2.622797, 1.928589], [-1.962308, 2.198319, -0.196104], [2.662655, 0.460566, 1.241040], [1.130651, 0.589462, 2.194043], [2.111360, -0.782639, 2.383584], [3.104336, -1.907713, -0.211950], [2.459197, -0.644793, -1.392584], [1.736980, -2.323692, -1.004160], [0.318988, -1.517347, 0.880462], [0.066756, 1.233069, -2.655758], [-2.497531, -2.588764, -0.068304], [-4.436587, -1.264751, -0.734764], [-2.787607, -2.398803, -2.277744]], "forces_ev_per_angstrom": [[4.385, 3.484, 7.785], [0.424, -5.591, -6.079], [0.767, 4.241, -0.006], [0.155, 0.672, -0.978], [-0.647, -1.813, 2.004], [1.980, -1.608, 2.868], [3.656, 2.196, -0.020], [-1.118, -1.628, -0.007], [-3.484, -0.316, 0.393], [-0.230, 0.455, -0.245], [-2.218, 0.314, -1.421], [-0.764, -0.420, -0.191], [-1.168, -0.867, 0.670], [0.491, -0.972, -1.081], [0.216, -1.322, -0.047], [-0.909, 1.345, 0.762], [-0.393, -1.629, 1.059], [-0.594, 0.179, -0.906], [1.317, 1.666, -2.119], [-2.308, 1.251, -2.619], [0.014, 0.010, 0.415], [0.627, -0.343, -0.319], [-0.198, 0.694, 0.080]]}

Repeat the second record exactly.
{"formula": "C5H13N", "method": "ωB97M-V/def2-TZVPD", "relative_energy_kj_mol": 77.6, "total_energy_ha": -253.0335, "spin_multiplicity": 1, "fmax_ev_per_a": 0.8, "gap_ha": 0.35591, "e_homo_ev": -8.536, "species": ["C", "N", "C", "C", "C", "C", "H", "H", "H", "H", "H", "H", "H", "H", "H", "H", "H", "H", "H"], "coordinates": [[0.632278, 1.803702, -1.379873], [1.298691, 0.575709, -0.991355], [0.378339, -0.496312, -0.670411], [-0.403441, -0.345269, 0.670353], [0.142056, -1.316543, 1.724370], [-1.932100, -0.343427, 0.506183], [1.252404, 2.690449, -1.275581], [0.352854, 1.723827, -2.433763], [-0.309509, 1.957282, -0.842116], [1.956316, 0.710375, -0.230390], [-0.345657, -0.577838, -1.479667], [0.969394, -1.407207, -0.647396], [-0.082164, 0.646801, 1.006826], [1.125786, -0.954971, 2.024633], [-0.503581, -1.385932, 2.595582], [0.218239, -2.331741, 1.323265], [-2.292840, 0.665648, 0.646237], [-2.276782, -0.753642, -0.440180], [-2.387053, -0.944692, 1.294047]], "forces_ev_per_angstrom": [[-0.411, -0.185, -0.304], [0.387, 0.144, 0.065], [-0.126, -0.064, 0.254], [0.543, 0.339, -0.233], [-0.258, -0.057, -0.433], [0.359, -0.404, 0.627], [0.159, -0.094, 0.124], [0.035, 0.067, -0.059], [-0.001, 0.224, 0.230], [-0.152, 0.094, -0.103], [0.081, -0.059, -0.235], [-0.057, -0.315, -0.042], [-0.373, 0.056, 0.152], [0.087, -0.331, 0.136], [-0.002, 0.210, 0.201], [0.128, 0.053, 0.001], [-0.334, 0.247, -0.262], [0.051, 0.104, -0.136], [-0.115, -0.028, 0.019]]}